C4H6N3O2 as an isolated structure, computed with ωB97M-V/def2-TZVPD.

The geometry in XYZ format:
```
15
C4H6N3O2, DFT ωB97M-V/def2-TZVPD
C 1.21141 -1.71883 0.00827
C 2.46478 0.32892 0.09400
C 0.36910 1.78280 -0.06139
C -1.16459 -0.78751 0.19847
N 2.48334 -1.00020 0.06483
N 0.20314 -0.83370 0.31132
N 0.99413 0.75170 0.04053
O 1.12270 -2.90886 -0.13937
O 3.29777 1.14502 0.10808
H -0.64426 1.82541 -0.12785
H 0.93442 2.67029 -0.07606
H -1.73307 -0.27428 1.03500
H -1.67294 -0.43651 -0.89115
H -1.36649 -1.80116 0.35208
H 3.32599 -1.58834 -0.24723
```

As for the spin multiplicity: 3. Its expectation value of S² is 2.021. As for the HOMO energy (alpha / beta): -12.48 / -15.67 eV. As for the energy above the lowest of the compared OMol25 structures with the same formula, charge and spin: 191.0 kJ/mol. For the gap between HOMO and LUMO (alpha / beta), the calculation gives 7.8 / 7.4 eV. As for the net charge: +1.

An isolated ion of composition C4H6N3O3 and charge +1, computed with ωB97M-V/def2-TZVPD.

The geometry in XYZ format:
```
16
C4H6N3O3, DFT ωB97M-V/def2-TZVPD
N 0.10294 -1.14153 1.44661
N 0.22701 0.17604 1.61255
O -0.68566 0.63204 2.55547
C -1.45028 1.71524 2.15918
O -2.24465 2.33868 2.79665
C -0.94704 1.94023 0.72185
N -0.04075 1.07023 0.39958
C 0.43349 0.52996 -0.84347
C -0.87147 0.08351 -1.58066
O -1.98201 0.52114 -1.27224
H 0.60304 -1.65047 2.09290
H -0.92529 -1.38643 1.53277
H -1.36391 2.62364 0.12171
H 1.07334 1.10229 -1.51893
H 1.15048 -0.33674 -0.53924
H -0.66888 -0.71386 -2.33025
```

Its SMILES is Nn1oc(=O)c[n+]1CC=O. As for the spin multiplicity: 1. As for the HOMO energy (alpha / beta): -15.22 / -15.22 eV. As for the energy above the lowest of the compared OMol25 structures with the same formula, charge and spin: 608.3 kJ/mol. For the gap between HOMO and LUMO (alpha / beta), the calculation gives 9.2 / 9.2 eV. As for the net charge: +1.

C4H6N3O4RuSTe as an isolated structure, computed with ωB97M-V/def2-TZVPD.

The geometry in XYZ format:
```
20
C4H6N3O4RuSTe, DFT ωB97M-V/def2-TZVPD
Ru -1.18374 0.84302 -0.00120
N -0.50044 -1.18888 -1.35890
C 0.41105 -1.79888 -0.38600
C 1.33856 -0.72538 0.23140
O 2.51936 -0.98668 0.44820
N 0.72595 0.42902 0.47830
C 1.51166 1.61982 0.60851
C 1.03506 2.61002 -0.52000
O 1.76335 3.51552 -0.88040
O -0.13294 2.36272 -0.95270
H -1.28474 -1.80298 -1.56900
H -0.00655 -0.97608 -2.22420
H 1.04736 -2.57548 -0.83219
H -0.18154 -2.25328 0.41240
H 2.58686 1.41422 0.51310
H 1.32746 2.13882 1.56180
Te -3.40824 1.53932 -0.92540
O -3.05094 -1.97438 2.81390
S -2.53764 -1.78388 1.44470
N -1.97984 -0.40658 1.13760
```

As for the spin multiplicity: 5. Its expectation value of S² is 6.031. As for the HOMO energy (alpha / beta): -5.06 / -4.70 eV. For the gap between HOMO and LUMO (alpha / beta), the calculation gives 7.7 / 6.0 eV. As for the net charge: -1.

An isolated ion of composition C4H6N3OS and charge -1, computed with ωB97M-V/def2-TZVPD.

The geometry in XYZ format:
```
15
C4H6N3OS, DFT ωB97M-V/def2-TZVPD
H 2.11147 -1.41035 -0.94027
N 1.19436 -1.71315 -0.78977
C 0.38032 -0.89605 -0.24605
N 0.56629 0.30441 0.25639
C 1.77700 0.91074 0.16969
N -0.91754 -1.30384 -0.21620
C -1.97237 -0.49591 0.13223
O -3.07977 -0.93582 0.22865
C -1.73024 0.95207 0.35592
S -2.16991 2.14018 -0.56795
H 2.42617 0.47795 -0.60527
H 1.60823 2.09931 0.01318
H 2.23965 1.00581 1.21281
H -1.05747 -2.30296 -0.33163
H -1.37616 1.16761 1.32826
```

Its SMILES is [H]/N=C(\[N-]C)NC(=O)C=S. As for the spin multiplicity: 1. As for the HOMO energy: -3.48 eV. As for the energy above the lowest of the compared OMol25 structures with the same formula, charge and spin: 117.4 kJ/mol. For the gap between HOMO and LUMO, the calculation gives 7.0 eV. As for the net charge: -1.

An isolated ion of composition C4H6N3S and charge -1, computed with ωB97M-V/def2-TZVPD.

The geometry in XYZ format:
```
14
C4H6N3S, DFT ωB97M-V/def2-TZVPD
C 1.13959 -1.32508 0.81435
N 0.30160 -0.18943 0.41398
C 0.70584 1.08203 0.32735
C -0.24033 1.81538 -0.35623
S -0.31129 3.54884 -0.54788
C -1.33566 0.96656 -0.72575
N -2.58553 1.32466 -1.12828
N -0.82614 -0.40157 -0.27013
H 2.26371 -1.31409 0.49118
H 0.93541 -1.40792 1.99902
H 0.67748 -2.21635 0.25727
H 1.73393 1.45324 0.52378
H -2.80403 2.29781 -0.81260
H -2.58537 1.08654 -2.09782
```

Its SMILES is Cn1cc([S-])c(N)n1. As for the spin multiplicity: 1. As for the HOMO energy: -2.28 eV. As for the energy above the lowest of the compared OMol25 structures with the same formula, charge and spin: 88.7 kJ/mol. For the gap between HOMO and LUMO, the calculation gives 5.9 eV. As for the net charge: -1.

A 2-piece molecular cluster, C4H6N4 overall, computed with ωB97M-V/def2-TZVPD.

The geometry in XYZ format:
```
14
C4H6N4, DFT ωB97M-V/def2-TZVPD
C 2.28979 -1.22290 0.63142
C 1.09729 1.41311 -0.58577
C -1.05203 0.48550 0.82863
C -1.45576 -0.77519 -1.08284
N 1.15506 -1.36898 0.68038
N 1.69044 2.25099 -0.10369
N 0.37537 0.53731 -1.17609
N -0.69994 0.12097 -0.57841
H -2.06688 0.18673 1.10050
H -0.19754 0.07718 1.42124
H -0.87320 1.65261 0.78657
H 3.26957 -0.90421 0.78110
H -2.27132 -1.32762 -0.54533
H -1.26085 -1.12548 -2.15771
```

As for the spin multiplicity: 1. As for the HOMO energy: -8.32 eV. As for the energy above the lowest of the compared OMol25 structures with the same formula, charge and spin: 435.8 kJ/mol. For the gap between HOMO and LUMO, the calculation gives 8.8 eV. As for the net charge: 0.

C4H6N4 as an isolated structure, computed with ωB97M-V/def2-TZVPD.

The geometry in XYZ format:
```
14
C4H6N4, DFT ωB97M-V/def2-TZVPD
C 1.15558 1.82385 -0.34112
C 0.78960 0.48600 -0.16410
C 1.42002 -1.54350 0.03047
C -1.55753 0.35164 -0.07194
H 0.29544 2.48870 -0.82635
H 1.96378 2.21780 0.50862
H 1.89788 -2.60415 0.33046
H -0.45657 -2.20722 0.10601
H -1.19467 1.30161 0.28207
H -3.36851 0.05468 0.99613
N 1.81541 -0.33467 0.34294
N 0.09504 -1.54437 -0.72813
N -0.26479 -0.12536 -0.50320
N -2.59067 -0.36500 0.03814
```

As for the spin multiplicity: 1. As for the HOMO energy: -8.06 eV. As for the energy above the lowest of the compared OMol25 structures with the same formula, charge and spin: 610.6 kJ/mol. For the gap between HOMO and LUMO, the calculation gives 8.6 eV. As for the net charge: 0.

One molecule with the formula C4H6N4, computed with ωB97M-V/def2-TZVPD.

The geometry in XYZ format:
```
14
C4H6N4, DFT ωB97M-V/def2-TZVPD
H -3.24502 0.79005 0.35983
N -3.47447 -0.07053 -0.00852
N -2.37067 -0.80702 -0.08536
C -1.06286 -0.35023 -0.01262
C -0.68439 0.98015 -0.16313
N 0.67615 0.97820 -0.15118
C 1.25014 -0.27312 0.02452
N 2.62763 -0.30645 -0.01674
C 0.17582 -1.04993 -0.07084
H -1.38710 1.90726 -0.03511
H 1.26803 1.77812 0.22849
H 3.00047 -0.46321 0.86144
H 2.94427 -0.96343 -0.81648
H 0.28199 -2.14986 -0.11429
```

Its SMILES is [H]/N=N\c1c[nH]c(N)c1. As for the spin multiplicity: 1. As for the HOMO energy: -8.53 eV. As for the energy above the lowest of the compared OMol25 structures with the same formula, charge and spin: 351.2 kJ/mol. For the gap between HOMO and LUMO, the calculation gives 8.6 eV. As for the net charge: 0.

One molecule with the formula C4H6N4O3, computed with ωB97M-V/def2-TZVPD.

The geometry in XYZ format:
```
17
C4H6N4O3, DFT ωB97M-V/def2-TZVPD
N -0.16397 1.69359 -0.97324
C -0.11767 0.83554 0.12870
O 0.52156 1.48316 1.27760
N -1.42437 0.56750 0.55035
C -1.90113 -0.57230 0.41581
C -1.17320 -1.72092 -0.17298
C 0.09008 -1.52961 -0.34219
N 0.74638 -0.33583 -0.11340
N 2.10370 -0.23976 0.05512
O 2.60645 -1.31470 0.16346
O 2.56331 0.84082 0.10103
H 0.54900 1.50291 -1.62481
H -0.31841 2.66061 -0.86551
H -0.07380 2.12948 1.49206
H -2.89335 -0.88775 0.84599
H -1.73740 -2.67572 -0.32637
H 0.62281 -2.43702 -0.61162
```

Its SMILES is N[C@@]1(O)N=CC=CN1[N+](=O)[O-]. As for the spin multiplicity: 1. As for the HOMO energy: -9.45 eV. As for the energy above the lowest of the compared OMol25 structures with the same formula, charge and spin: 240.7 kJ/mol. For the gap between HOMO and LUMO, the calculation gives 9.5 eV. As for the net charge: 0.

One value per record, in order, for strongest force on any atom: 0.078, 0.095, 0.059, 0.082, 0.161, 0.076, 0.187, 0.127, 0.078 Eh/bohr.
One value per record, in order, for energy: -470.29585, -545.57864, -1382.41295, -793.72103, -718.44031, -374.89540, -374.82880, -374.92761, -600.59804 hartree.